Entry 1:
The following is a DFT calculation (the ωB97M-V functional and the def2-TZVPD basis) of 5 unconnected molecules or ions with the total composition C60H42ClN3O10P at a distorted geometry.

Geometry (Å):
N  1.87  -2.77  -4.62
C  1.75  -1.42  -4.83
N  2.70  -0.58  -4.49
C  2.26  0.65  -3.73
C  0.96  1.27  -4.25
C  -0.01  0.26  -4.89
P  -1.48  -0.15  -3.76
O  -1.73  -1.72  -4.14
Cl  -0.64  -0.29  -1.88
N  0.61  -0.94  -5.48
O  0.87  -0.83  -6.86
H  1.38  -3.21  -3.86
H  2.47  -3.29  -5.24
H  3.31  -1.11  -3.87
H  2.22  0.45  -2.67
H  3.04  1.40  -3.85
H  0.47  1.72  -3.39
H  1.20  2.10  -4.90
H  -0.48  0.78  -5.73
H  -1.78  -1.85  -5.10
H  0.01  -0.97  -7.28
C  -4.15  -0.90  -1.87
C  -5.39  -1.27  -2.37
C  -6.45  -1.50  -1.50
C  -6.27  -1.36  -0.13
C  -5.02  -1.00  0.37
C  -3.97  -0.76  -0.50
C  -4.79  -0.89  1.84
O  -3.70  -0.57  2.26
C  -5.92  -1.19  2.75
C  -5.72  -1.15  4.13
C  -6.77  -1.40  4.99
C  -8.03  -1.69  4.49
C  -8.24  -1.74  3.12
C  -7.19  -1.50  2.25
C  -7.43  -1.59  0.78
O  -8.52  -1.85  0.34
H  -3.33  -0.71  -2.56
H  -5.54  -1.39  -3.43
H  -7.42  -1.79  -1.89
H  -3.00  -0.47  -0.10
H  -4.73  -0.92  4.52
H  -6.60  -1.37  6.06
H  -8.85  -1.88  5.17
H  -9.22  -1.97  2.73
C  4.92  -5.39  -0.13
C  5.22  -6.34  0.84
C  4.26  -7.27  1.22
C  3.00  -7.24  0.65
C  2.69  -6.28  -0.31
C  3.66  -5.36  -0.70
C  1.33  -6.20  -0.91
O  1.05  -5.36  -1.75
C  0.30  -7.18  -0.45
C  -0.99  -7.09  -0.95
C  -1.95  -8.00  -0.54
C  -1.63  -9.00  0.36
C  -0.34  -9.09  0.87
C  0.62  -8.17  0.48
C  1.99  -8.26  1.06
O  2.28  -9.13  1.85
H  5.67  -4.67  -0.43
H  6.20  -6.36  1.29
H  4.49  -8.01  1.97
H  3.42  -4.62  -1.45
H  -1.24  -6.31  -1.66
H  -2.96  -7.93  -0.93
H  -2.38  -9.71  0.68
H  -0.08  -9.86  1.58
C  -5.46  5.02  9.32
C  -4.65  6.14  9.15
C  -3.85  6.25  8.03
C  -3.84  5.24  7.08
C  -4.63  4.10  7.26
C  -5.45  4.00  8.38
C  -4.61  2.98  6.28
O  -5.30  2.00  6.44
C  -3.70  3.10  5.11
C  -3.61  2.04  4.21
C  -2.79  2.13  3.11
C  -2.04  3.29  2.89
C  -2.11  4.34  3.79
C  -2.93  4.25  4.90
C  -2.98  5.38  5.87
O  -2.33  6.39  5.69
H  -6.10  4.94  10.19
H  -4.66  6.92  9.89
H  -3.22  7.12  7.89
H  -6.08  3.13  8.51
H  -4.20  1.15  4.38
H  -2.73  1.30  2.42
H  -1.40  3.36  2.02
H  -1.53  5.24  3.62
C  5.25  6.84  -1.32
C  6.46  7.52  -1.22
C  7.57  7.09  -1.94
C  7.47  5.97  -2.75
C  6.26  5.28  -2.84
C  5.15  5.72  -2.13
C  6.14  4.05  -3.68
O  5.09  3.45  -3.76
C  7.35  3.58  -4.41
C  7.28  2.40  -5.15
C  8.39  1.96  -5.85
C  9.58  2.69  -5.81
C  9.65  3.85  -5.06
C  8.55  4.30  -4.36
C  8.66  5.54  -3.54
O  9.69  6.17  -3.50
H  4.39  7.18  -0.76
H  6.54  8.38  -0.57
H  8.51  7.62  -1.86
H  4.21  5.19  -2.21
H  6.36  1.84  -5.18
H  8.34  1.04  -6.42
H  10.44  2.34  -6.36
H  10.57  4.42  -5.03

Results
* charge: +1
* Kohn-Sham gap: 5.78 eV
* E_HOMO: -10.8 eV
* total energy: -109652.11371 eV

***

Entry 2:
The following is a DFT calculation (the ωB97M-V functional and the def2-TZVPD basis) of 4 unconnected molecules or ions with the total composition C32H65N3O2P at a distorted geometry.

Geometry (Å):
C  7.90  -1.44  -2.43
C  6.38  -1.18  -2.43
N  6.07  -0.04  -1.51
C  6.23  -0.49  -0.10
C  5.25  0.19  0.85
C  3.81  0.22  0.37
N  3.67  0.24  -1.11
C  2.93  -0.94  -1.68
C  1.46  -0.64  -1.72
C  0.60  -1.05  -0.71
C  -0.75  -0.73  -0.73
C  -1.28  0.03  -1.78
C  -2.74  0.37  -1.81
C  -0.42  0.43  -2.80
C  0.93  0.11  -2.77
C  4.84  0.49  -1.78
N  4.74  1.28  -2.83
P  6.11  1.72  -3.91
O  5.27  2.45  -5.11
O  6.83  2.93  -3.12
H  8.27  -1.56  -3.43
H  8.12  -2.31  -1.81
H  8.39  -0.56  -2.02
H  6.09  -0.93  -3.44
H  5.81  -2.06  -2.13
H  7.22  -0.19  0.21
H  6.21  -1.57  -0.01
H  5.65  1.17  1.11
H  5.26  -0.39  1.77
H  3.22  -0.60  0.76
H  3.34  1.13  0.74
H  3.25  -1.07  -2.71
H  3.13  -1.82  -1.08
H  0.97  -1.63  0.12
H  -1.42  -1.04  0.06
H  -3.31  -0.50  -1.50
H  -3.00  1.16  -1.11
H  -3.07  0.64  -2.81
H  -0.83  1.01  -3.62
H  1.58  0.43  -3.58
H  3.81  1.64  -3.02
H  4.33  2.53  -4.89
H  6.30  3.38  -2.45
C  5.35  -3.62  2.66
C  6.67  -3.21  3.32
C  7.01  -4.04  4.55
C  6.01  -3.94  5.70
C  5.77  -2.52  6.23
C  7.02  -1.87  6.81
H  4.50  -3.47  3.33
H  5.17  -3.00  1.77
H  5.38  -4.66  2.36
H  6.63  -2.14  3.58
H  7.47  -3.31  2.59
H  8.01  -3.75  4.90
H  7.10  -5.09  4.25
H  6.36  -4.57  6.52
H  5.05  -4.37  5.39
H  5.01  -2.57  7.00
H  5.36  -1.89  5.43
H  7.43  -2.47  7.63
H  6.79  -0.88  7.20
H  7.81  -1.75  6.06
C  -3.29  1.03  2.44
C  -4.70  0.48  2.66
C  -5.65  0.82  1.51
C  -5.89  2.31  1.28
C  -6.44  3.07  2.49
C  -7.81  2.58  2.94
H  -3.28  2.12  2.38
H  -2.63  0.73  3.26
H  -2.87  0.63  1.51
H  -5.09  0.86  3.61
H  -4.64  -0.60  2.76
H  -6.60  0.32  1.69
H  -5.25  0.39  0.59
H  -6.58  2.42  0.44
H  -4.96  2.79  0.96
H  -6.52  4.13  2.22
H  -5.73  3.02  3.32
H  -8.54  2.65  2.14
H  -8.17  3.17  3.78
H  -7.77  1.54  3.28
C  -9.27  2.71  -5.17
C  -9.19  2.48  -3.67
C  -7.76  2.46  -3.13
C  -6.87  1.36  -3.69
C  -7.39  -0.06  -3.48
C  -7.52  -0.44  -2.01
H  -8.78  1.92  -5.73
H  -10.31  2.75  -5.50
H  -8.80  3.66  -5.44
H  -9.70  1.54  -3.41
H  -9.74  3.27  -3.16
H  -7.79  2.39  -2.04
H  -7.29  3.43  -3.35
H  -5.88  1.44  -3.23
H  -6.71  1.52  -4.76
H  -6.70  -0.76  -3.97
H  -8.36  -0.19  -3.98
H  -6.55  -0.35  -1.50
H  -7.86  -1.47  -1.90
H  -8.24  0.19  -1.49

Results
* charge: +1
* Kohn-Sham gap: 8.05 eV
* E_HOMO: -11.7 eV
* total energy: -52088.17126 eV